Arrangement P

The molecule C6H13N, computed with ωB97M-V/def2-TZVPD.

```
20
C6H13N (ωB97M-V/def2-TZVPD)
C -2.1435 -0.0113 1.2681
C -0.8888 -0.8923 0.8971
C -0.1518 -0.4011 -0.3466
C -1.0438 0.4528 -1.2483
C 1.2530 -0.3756 -0.4889
C 1.9072 1.0460 -0.6416
N 2.1898 -1.4894 -0.1034
H -1.8023 0.9858 1.6154
H -2.8876 0.0175 0.4356
H -2.7335 -0.5953 2.1665
H -1.1215 -1.8978 0.7818
H -0.1477 -0.8440 1.8274
H -1.9819 0.0450 -1.6220
H -0.5517 0.9135 -2.0406
H -1.3010 1.3612 -0.5641
H 1.0018 1.4754 -0.0393
H 1.8892 1.4004 -1.7287
H 2.8942 1.4403 -0.2169
H 2.6195 -1.2231 0.8122
H 3.0004 -1.4079 -0.7639
```

Results
E_LUMO (eV): 0.907
Charge: 0
E_HOMO (eV): -7.6
HOMO-LUMO gap (eV): 8.481
SMILES: CC/C(C)=C(/C)N

=====

Arrangement Q

The molecule C6H13N, computed with ωB97M-V/def2-TZVPD.

```
20
C6H13N (ωB97M-V/def2-TZVPD)
C -0.4471 2.5113 -0.8833
C -0.0159 1.2102 -0.9191
C 1.3148 0.6229 -1.5315
C -1.0932 0.1197 -0.6744
C -0.5261 -1.2038 0.0338
C -0.0433 -0.8211 1.4728
N 0.5019 -1.9988 2.3029
H -1.1258 3.0081 -0.1378
H -0.1090 3.1730 -1.6519
H 1.0249 -0.2919 -2.0907
H 1.8918 0.3632 -0.6061
H 1.9008 1.3510 -2.0706
H -1.8838 0.6043 -0.1511
H -1.4327 -0.2478 -1.5848
H 0.2796 -1.5403 -0.5804
H -1.1885 -1.9733 0.1100
H 0.7656 -0.1298 1.4635
H -0.8852 -0.3663 1.8976
H 1.4282 -1.8732 2.7069
H 0.6855 -2.7211 1.5852
```

Results
E_LUMO (eV): 0.993
Charge: 0
E_HOMO (eV): -8.7
HOMO-LUMO gap (eV): 9.660
SMILES: C=C(C)CCCN

=====

Quick one: most stable of them? arrangement Q

=====

Arrangement P

A structure of composition C6H13N, computed with ωB97M-V/def2-TZVPD.

```
20
C6H13N (ωB97M-V/def2-TZVPD)
C -1.1923 1.7375 0.6221
C -0.6896 0.3253 0.7727
N -0.7450 -0.5589 -0.3959
C -1.2624 -1.9140 -0.3019
C 0.5018 -0.2884 0.1598
C 1.5860 -1.1001 0.5797
C 1.3006 1.1589 -1.1648
H -2.2553 1.7802 0.8821
H -0.6522 2.4141 1.2934
H -1.0750 2.0870 -0.4052
H -0.9130 -0.1418 1.7385
H -0.8768 -2.4977 -1.1432
H -0.9765 -2.4132 0.6344
H -2.3522 -1.8736 -0.3789
H 1.7136 0.0180 -0.3608
H 2.0329 -0.9124 1.5498
H 1.7270 -2.0654 0.1032
H 0.5683 1.0886 -1.9688
H 2.3147 1.0449 -1.5840
H 1.2453 2.1109 -0.6322
```

Results
E_LUMO (eV): 1.029
Charge: 0
E_HOMO (eV): -7.0
HOMO-LUMO gap (eV): 7.996

=====

Arrangement Q

The molecule C6H13N, computed with ωB97M-V/def2-TZVPD.

```
20
C6H13N (ωB97M-V/def2-TZVPD)
C -1.4058 1.4811 0.8313
C -0.1976 1.1481 -0.0827
C 0.4582 -0.2284 0.2619
C 1.7876 -0.3884 0.0415
N 2.7728 0.5932 0.5164
C -0.4262 -1.4357 0.2728
C -1.3580 -1.4716 -1.0262
H -2.4174 1.3023 0.5143
H -1.5211 2.5643 0.7467
H -1.0878 1.1272 1.7570
H 0.5364 1.9161 0.1177
H -0.2592 1.2871 -1.2234
H 2.2844 -1.4568 -0.1152
H 3.7419 0.3631 0.4228
H 2.6136 1.4433 -0.0279
H -1.0361 -1.5819 1.2237
H 0.1916 -2.3585 0.0948
H -2.1652 -0.7062 -1.0388
H -0.7310 -1.1761 -1.8887
H -1.7813 -2.4224 -1.3979
```

Results
E_LUMO (eV): 0.987
Charge: 0
E_HOMO (eV): -7.9
HOMO-LUMO gap (eV): 8.934
SMILES: CCC(=CN)CC

=====

Quick one: most stable of them? arrangement Q

=====

Arrangement P

The molecule C6H13N, computed with ωB97M-V/def2-TZVPD.

```
20
C6H13N (ωB97M-V/def2-TZVPD)
C -0.4095 2.2340 0.3628
C 0.1561 1.3489 -0.4493
C 0.1192 1.4835 -1.9447
C 0.7676 0.0935 0.1153
C -0.2811 -1.0188 0.4335
C -0.2545 -1.4371 1.9158
N -0.1243 -2.1996 -0.4321
H -0.4030 2.1311 1.4429
H -0.9034 3.1177 -0.0278
H 1.0330 1.0723 -2.3835
H 0.0645 2.5252 -2.2678
H -0.7469 0.9889 -2.3828
H 1.3660 0.3138 1.0063
H 1.5226 -0.3356 -0.5588
H -1.2666 -0.5888 0.2474
H 0.6589 -1.1205 2.4136
H -1.1086 -1.0121 2.4534
H -0.3591 -2.5202 2.0330
H 0.1716 -3.0061 0.0988
H 0.5634 -2.0392 -1.1553
```

Results
E_LUMO (eV): 1.094
Charge: 0
E_HOMO (eV): -9.1
HOMO-LUMO gap (eV): 10.149
SMILES: C=C(C)C[C@H](C)N

=====

Arrangement Q

The molecule C6H13N, computed with ωB97M-V/def2-TZVPD.

```
20
C6H13N (ωB97M-V/def2-TZVPD)
C 1.2666 -1.6360 0.5508
C 1.2693 -0.4160 0.0325
C 2.5275 0.2517 -0.4972
C 0.0267 0.0625 -0.6959
C -1.2847 0.0522 0.1039
C -2.4067 0.6232 -0.7422
N -1.1603 0.7229 1.4051
H 0.4130 -2.2837 0.3902
H 2.0798 -2.0447 1.1380
H 2.3944 0.5824 -1.5197
H 3.3482 -0.4512 -0.3750
H 2.8782 1.0676 0.1467
H -0.1762 -0.5612 -1.5825
H 0.2058 0.9709 -1.2856
H -1.5400 -0.9924 0.3068
H -2.1637 1.6522 -1.0013
H -2.4505 0.0468 -1.6778
H -3.4027 0.3615 -0.3848
H -1.3583 1.7189 1.3178
H -0.1747 0.7557 1.6598
```

Results
E_LUMO (eV): 0.884
Charge: 0
E_HOMO (eV): -9.1
HOMO-LUMO gap (eV): 9.968
SMILES: C=C(C)C[C@H](C)N

=====

Arrangement R

The molecule C6H13N, computed with ωB97M-V/def2-TZVPD.

```
20
C6H13N (ωB97M-V/def2-TZVPD)
C 1.4465 -0.9743 1.9498
C 1.2340 0.3309 1.0268
C -0.0678 1.0124 1.3621
C -1.3511 0.5319 0.6359
C -0.9883 -0.2261 -0.6351
C -0.5415 0.1705 -1.7518
N -0.1862 -0.7066 -2.8033
H 0.8793 -0.8347 2.8091
H 2.6649 -0.9162 2.2116
H 1.1919 -1.8106 1.3513
H 1.4499 0.3809 -0.0794
H 2.1237 1.1348 1.1401
H -0.3646 0.9265 2.4463
H 0.0521 2.1359 1.1565
H -2.0730 1.3849 0.5154
H -1.8778 -0.3057 1.2666
H -0.7691 -1.3885 -0.5199
H -0.3880 1.2624 -1.8753
H -0.0377 -0.4413 -3.7396
H 0.0599 -1.6542 -2.5859
```

Results
E_LUMO (eV): 1.170
Charge: 0
E_HOMO (eV): -8.0
HOMO-LUMO gap (eV): 9.166
SMILES: CCCC/C=C/N

=====

Quick one: most stable of them? arrangement P

=====

Arrangement P

The molecule C6H13N, computed with ωB97M-V/def2-TZVPD.

```
20
C6H13N (ωB97M-V/def2-TZVPD)
C -0.3011 -0.9105 -0.2102
C 0.1666 0.4403 -0.3280
C 0.8144 0.9969 0.7853
C -0.1052 -1.8759 -1.3306
C -0.8858 -1.4747 1.0432
C 1.7774 2.1353 0.6805
N -1.5127 0.8890 -0.7589
H 0.6410 0.6633 -1.2807
H 0.5109 0.6974 1.7801
H -1.8697 1.2947 -1.6265
H -2.0808 1.1683 0.0376
H 0.7221 -2.5554 -1.0865
H 0.1289 -1.3764 -2.2696
H -0.9898 -2.5016 -1.4708
H -1.0083 -0.7347 1.8294
H -1.8640 -1.9114 0.8253
H -0.2603 -2.2921 1.4220
H 1.3156 3.1012 0.9337
H 2.6277 2.0142 1.3596
H 2.1731 2.2321 -0.3347
```

Results
E_LUMO (alpha / beta) (eV): 0.059 / 0.901
Charge: 0
E_HOMO (alpha / beta) (eV): -6.4 / -7.3
HOMO-LUMO gap (alpha / beta) (eV): 6.457 / 8.172

=====

Arrangement Q

The molecule C6H13N, computed with ωB97M-V/def2-TZVPD.

```
20
C6H13N (ωB97M-V/def2-TZVPD)
C -2.0604 -0.1902 2.2918
C -1.1084 0.3602 1.2110
C -1.3616 0.4024 -0.0920
C -0.3813 0.8753 -1.1429
C 0.5127 -0.2391 -1.6982
C 1.5400 -0.7644 -0.7134
N 2.3000 0.3441 -0.0914
H -3.0336 -0.0152 1.8417
H -2.0170 0.5505 3.0843
H -1.5273 -1.0516 2.6383
H -0.0658 0.4041 1.5253
H -2.1611 -0.2142 -0.5456
H -0.8906 1.1670 -2.0634
H 0.2486 1.6399 -0.6842
H -0.0345 -1.1454 -2.0151
H 1.0734 0.0964 -2.5848
H 2.0644 -1.5740 -1.3050
H 1.0908 -1.2980 0.1421
H 2.6715 0.0594 0.8117
H 3.1402 0.5925 -0.6101
```

Results
E_LUMO (eV): 1.088
Charge: 0
E_HOMO (eV): -8.8
HOMO-LUMO gap (eV): 9.870
SMILES: C/C=C/CCCN

=====

Quick one: most stable of them? arrangement Q

=====

Arrangement P

The molecule C6H13N, computed with ωB97M-V/def2-TZVPD.

```
20
C6H13N (ωB97M-V/def2-TZVPD)
C -0.2102 -2.4196 0.4834
C -0.5062 -1.8696 -0.9037
C 0.2727 -0.5817 -1.2213
C -0.3315 0.6833 -0.6878
C 0.1246 1.3880 0.3468
C -0.4886 2.7021 0.7460
N 1.2138 1.0334 1.1900
H 0.8790 -2.4607 0.6085
H -0.6172 -1.7854 1.2654
H -0.5942 -3.4307 0.5893
H -0.2679 -2.6206 -1.6560
H -1.5748 -1.6831 -1.0128
H 0.3620 -0.5239 -2.3063
H 1.2742 -0.7104 -0.8025
H -1.1704 1.1039 -1.2264
H -1.1054 3.0882 -0.0643
H 0.2687 3.4399 1.0195
H -1.1317 2.5747 1.6172
H 1.8669 1.8148 1.2214
H 1.7361 0.2573 0.7936
```

Results
E_LUMO (eV): 1.104
Charge: 0
E_HOMO (eV): -8.2
HOMO-LUMO gap (eV): 9.316
SMILES: CCC/C=C(/C)N

=====

Arrangement Q

A cluster of 2 separate species, C6H13N in total, computed with ωB97M-V/def2-TZVPD.

```
20
C6H13N (ωB97M-V/def2-TZVPD)
C 1.8101 -0.4843 -0.2245
C 0.5205 -0.6183 0.5889
C -0.6171 -1.5670 0.0408
C 0.7791 2.5891 0.2899
N 1.6378 1.9146 1.2588
C -1.6033 -1.0041 -0.7110
C -2.8108 -1.7275 -1.1697
H 2.3094 0.2403 0.3569
H 2.5997 -1.2653 -0.3189
H 1.6068 -0.0963 -1.2078
H 0.9138 -0.9995 1.5724
H 0.0713 0.3279 0.6800
H -0.1713 2.1182 0.0980
H 1.8456 2.5420 2.0524
H 1.1904 2.7862 -0.7039
H 0.4544 3.5297 0.8057
H -1.5268 -0.0091 -1.1284
H -2.5284 -1.9535 -2.2126
H -3.7715 -1.1752 -1.1905
H -2.9294 -2.5752 -0.5016
```

Results
E_LUMO (eV): -3.176
Charge: 0
E_HOMO (eV): -6.9
HOMO-LUMO gap (eV): 3.708

=====

Arrangement R

The molecule C6H13N, computed with ωB97M-V/def2-TZVPD.

```
20
C6H13N (ωB97M-V/def2-TZVPD)
C -2.1968 1.9972 0.4457
C -1.0425 1.1819 -0.0818
C -0.9078 -0.1462 0.6099
N 0.2188 -0.7585 -0.0003
C 0.5584 -2.0531 0.3021
C 1.6171 -0.6891 0.1423
C 2.4309 -0.6583 -1.1661
H -2.0976 2.1288 1.5281
H -3.1536 1.4967 0.2536
H -2.2203 2.9792 -0.0275
H -1.1422 0.9749 -1.1551
H -0.0819 1.6986 0.0446
H -1.7545 -0.7988 0.3526
H -0.9174 -0.0644 1.7209
H 0.6166 -2.7753 -0.5173
H 0.0437 -2.4732 1.1903
H 2.1030 -0.0449 0.9134
H 3.4446 -1.0614 -1.0288
H 1.9225 -1.2755 -1.9106
H 2.5588 0.3414 -1.6159
```

Results
E_LUMO (eV): 1.194
Charge: 0
E_HOMO (eV): -7.8
HOMO-LUMO gap (eV): 8.998
SMILES: CCCN1C[C@H]1C

=====

Arrangement S

A structure of composition C6H13N, computed with ωB97M-V/def2-TZVPD.

```
20
C6H13N (ωB97M-V/def2-TZVPD)
C -2.0789 -0.3224 -0.4003
C -1.6609 -1.0174 0.7452
N -1.9575 -2.0266 1.4226
H -1.2818 -2.2383 2.1601
H -0.4172 -0.4053 0.9954
H -2.9462 0.3215 -0.2746
H -1.0923 0.5573 -0.5519
H -2.0792 -0.8875 -1.3287
C 1.8219 -0.4980 0.7370
C 0.8686 1.0119 -1.6770
C 0.6377 0.4510 0.8138
C 0.2192 1.1960 -0.3235
H 0.5811 0.9888 1.7591
H -0.1268 2.2072 -0.1235
H 1.7175 -1.2034 -0.0890
H 2.7549 0.0507 0.5831
H 1.9027 1.3716 -1.6848
H 1.9225 -1.0755 1.6573
H 0.3225 1.5588 -2.4477
H 0.8922 -0.0402 -1.9727
```

Results
E_LUMO (eV): 0.901
Charge: 0
E_HOMO (eV): -7.6
HOMO-LUMO gap (eV): 8.482

=====

Quick one: most stable of them? arrangement P